{
  "formula": "C35H52O27",
  "method": "ωB97M-V with the def2-TZVPD basis set",
  "elements": ["C", "C", "O", "C", "O", "O", "H", "H", "H", "H", "C", "C", "C", "O", "C", "O", "O", "H", "H", "H", "H", "H", "H", "C", "C", "C", "O", "C", "O", "O", "H", "H", "H", "H", "H", "H", "C", "C", "C", "O", "C", "O", "O", "H", "H", "H", "H", "H", "H", "C", "C", "C", "O", "C", "O", "O", "H", "H", "H", "H", "H", "H", "C", "C", "C", "O", "C", "O", "O", "H", "H", "H", "H", "H", "H", "C", "C", "C", "O", "C", "O", "O", "H", "H", "H", "H", "H", "H", "C", "C", "C", "O", "C", "O", "O", "H", "H", "H", "H", "H", "H", "C", "C", "C", "O", "C", "O", "O", "H", "H", "H", "H", "H", "H"],
  "coordinates": [[-21.13894, -14.19731, 0.38676], [-20.42614, -14.92608, -0.76412], [-19.79874, -13.85810, -1.49562], [-20.04452, -12.67503, -0.90718], [-19.63689, -11.63552, -1.31847], [-20.91742, -12.80832, 0.11211], [-20.66601, -14.47909, 1.32518], [-22.20760, -14.38676, 0.36957], [-21.13204, -15.43174, -1.42058], [-19.63306, -15.60652, -0.46398], [-16.81407, -10.78224, 1.34383], [-16.76488, -12.03694, 0.50660], [-15.42392, -12.78035, 0.46097], [-15.77816, -14.15161, 0.69410], [-17.07050, -14.23670, 1.03451], [-17.66751, -15.22745, 1.32730], [-17.64804, -13.03046, 1.06708], [-16.83342, -11.10043, 2.39197], [-17.77740, -10.30840, 1.15098], [-15.98839, -10.10663, 1.13927], [-17.17668, -11.85090, -0.48424], [-14.83299, -12.37015, 1.28670], [-14.89714, -12.66274, -0.47548], [-15.36047, -16.44324, 3.27516], [-14.01964, -15.90366, 2.84588], [-13.21960, -15.07765, 3.85764], [-12.09703, -15.91752, 4.17354], [-12.00677, -16.90632, 3.26587], [-11.08162, -17.64339, 3.14496], [-13.11016, -16.94572, 2.48086], [-15.92345, -15.71017, 3.85569], [-15.26760, -17.35930, 3.85828], [-15.95346, -16.64242, 2.38233], [-14.15403, -15.27862, 1.96222], [-13.79401, -14.79665, 4.73445], [-12.83196, -14.16163, 3.41423], [-21.19521, -9.08754, 0.99251], [-22.61762, -9.60980, 1.01707], [-23.26393, -9.47256, 2.40696], [-24.51878, -8.82855, 2.15204], [-24.62229, -8.54042, 0.83210], [-25.57422, -8.04616, 0.32782], [-23.48257, -8.85148, 0.17412], [-20.49103, -9.80382, 1.41006], [-21.18386, -8.10903, 1.47629], [-20.87045, -8.89070, -0.03180], [-22.64789, -10.67131, 0.75806], [-22.66770, -8.85054, 3.07488], [-23.43882, -10.44057, 2.87318], [-15.30677, -8.09653, 3.29772], [-15.28232, -9.06821, 4.44427], [-16.60877, -9.72935, 4.90194], [-16.30528, -11.12744, 4.89542], [-15.03484, -11.34372, 4.49283], [-14.57578, -12.43861, 4.37412], [-14.44691, -10.20294, 4.11252], [-15.93619, -7.24629, 3.57948], [-15.71673, -8.50555, 2.37925], [-14.30824, -7.67966, 3.17189], [-14.85276, -8.62240, 5.34548], [-17.39796, -9.53185, 4.17892], [-16.86094, -9.39959, 5.90336], [-16.65493, -12.95757, -6.00818], [-17.18652, -12.45981, -4.69066], [-17.22456, -13.51467, -3.58283], [-16.46877, -12.94322, -2.52192], [-15.87982, -11.80601, -2.93824], [-15.03154, -11.23678, -2.32637], [-16.35147, -11.42774, -4.13967], [-16.59967, -12.16062, -6.74929], [-17.25934, -13.78988, -6.36312], [-15.61702, -13.27933, -5.87958], [-18.19064, -12.04401, -4.79340], [-16.77010, -14.47093, -3.86415], [-18.23093, -13.79769, -3.28154], [-11.28128, -11.04907, -0.20339], [-11.91072, -10.10461, 0.78280], [-11.20190, -8.73118, 0.80180], [-12.27860, -7.79991, 0.85580], [-13.42446, -8.41091, 0.47545], [-14.46231, -7.86947, 0.29592], [-13.20689, -9.73236, 0.31260], [-11.76671, -12.01682, -0.33222], [-10.24463, -11.34815, -0.01118], [-11.20245, -10.54819, -1.17160], [-11.97888, -10.51148, 1.79362], [-10.62707, -8.57702, -0.11222], [-10.56507, -8.61428, 1.67446], [-18.59095, -13.78339, 4.19595], [-19.74896, -12.91008, 3.77489], [-21.02506, -12.96302, 4.63613], [-21.29147, -11.61095, 4.98675], [-20.19206, -10.86281, 4.74648], [-19.98336, -9.78862, 5.21534], [-19.32718, -11.52392, 3.96376], [-17.90949, -13.89185, 3.36013], [-18.92598, -14.79633, 4.43704], [-18.09431, -13.35248, 5.06179], [-19.97162, -12.96597, 2.71038], [-20.87473, -13.53171, 5.55471], [-21.83245, -13.41830, 4.06617], [-12.96542, -14.21035, -2.19603], [-13.42895, -15.65491, -2.21717], [-13.15002, -16.37501, -0.88202], [-14.43298, -16.85546, -0.48206], [-15.37918, -16.50935, -1.38480], [-16.51311, -16.85433, -1.32485], [-14.84684, -15.73394, -2.35498], [-11.87408, -14.19392, -2.12616], [-13.36402, -13.68304, -1.33502], [-13.20992, -13.74642, -3.15150], [-12.94595, -16.15998, -3.05508], [-12.81589, -15.65743, -0.13372], [-12.46344, -17.20399, -1.02817]],
  "fmax_ev_per_a": 1.20,
  "smiles": "C[C@H]1COC(=O)O1.C[C@H]1COC(=O)O1.C[C@H]1COC(=O)O1.C[C@H]1COC(=O)O1.C[C@H]1COC(=O)O1.C[C@H]1COC(=O)O1.C[C@H]1COC(=O)O1.C[C@H]1COC(=O)O1.O=C1OCCO1",
  "total_energy_ev": -92424.2398,
  "e_above_lowest_ev": 0.0000
}